No. 1
The following is a quantum chemistry calculation of a single C6H10O3S molecule in a non-equilibrium geometry, from OMol25.

```
20
Properties=species:S:1:pos:R:3:forces:R:3:nbo_charge:R:1
C 0.197568 2.346283 -0.439922 1.16 0.13 2.09 -0.3668
C 1.034201 1.524891 -1.036271 0.21 0.30 -0.70 -0.2566
C -1.341083 -1.310659 0.370741 0.18 -0.86 1.38 -0.1754
C -0.696947 -0.795655 -0.622097 -0.17 0.90 -3.50 -0.4498
C -2.514543 -0.695927 1.050996 -0.29 -0.84 0.42 -0.6449
C 1.543971 0.327004 -0.292390 2.24 -1.68 -1.15 0.3516
O 1.425888 -2.298843 -0.194999 -0.08 0.33 -0.38 -0.9955
O 1.271327 0.257157 1.042051 -1.11 -1.18 0.31 -0.7091
O 2.964760 0.078050 -0.460796 -1.09 1.93 -0.78 -0.7197
S 0.933928 -1.255308 -1.172180 -0.95 -0.23 1.35 1.1831
H 0.209577 3.367539 -0.751197 -1.16 0.41 -0.57 0.2128
H -0.008990 2.093460 0.605924 -0.38 0.47 -0.32 0.2132
H 1.222903 1.799582 -2.096985 0.89 -0.89 0.88 0.2362
H -0.898851 -2.243094 0.675828 0.07 -0.30 0.99 0.2235
H -1.112806 -0.055924 -1.334239 0.30 0.07 0.95 0.2258
H -2.292747 -0.425450 2.161227 -0.67 -0.81 -1.96 0.2381
H -2.741081 0.189155 0.495510 -0.24 0.88 -0.01 0.2138
H -3.368178 -1.387787 0.834144 0.36 0.55 1.12 0.2288
H 1.074719 -0.718168 1.274753 0.53 1.67 -0.54 0.5080
H 3.096382 -0.796307 -0.110106 0.21 -0.86 0.43 0.4830
```
Forces are in eV/Å.

Calculated values
HOMO: -9.31 eV
Energy above the lowest of the compared OMol25 structures with the same formula, charge and spin: 51.57 kcal/mol
Kohn-Sham gap: 0.366 Ha
Energy: -858.40677 hartree
Spin multiplicity: 1
Largest force on an atom: 0.0704 Eh/bohr


No. 2
The following is a quantum chemistry calculation of a molecular structure, C6H10O3S in a non-equilibrium geometry, from OMol25.

```
20
Properties=species:S:1:pos:R:3:forces:R:3:nbo_charge:R:1
C -2.159834 -0.263204 0.385711 -3.14 -2.01 0.58 0.4036
C -0.395318 -0.707212 -1.374605 -0.12 0.64 -2.33 -0.4414
C 0.308651 -1.738759 -0.601690 1.53 0.10 -0.11 -0.6238
C -1.070086 0.221623 -0.383817 5.68 0.50 1.35 -0.2998
C 0.348349 0.407755 0.873485 -1.51 -1.11 -1.30 -0.3931
C 0.950164 1.769185 1.007230 0.35 -0.49 -0.27 -0.6577
O -2.606655 0.253573 1.380669 0.27 -0.02 -0.20 -0.5047
O 2.669479 -0.219474 -0.363079 -0.66 0.23 -1.21 -0.9307
O 2.082698 -1.613661 1.472093 -0.50 -0.96 1.00 -0.9312
S 1.606934 -0.855175 0.365307 -1.37 0.70 0.09 2.1400
H -2.706560 -1.208187 -0.037935 0.78 1.01 0.52 0.1046
H 0.436719 -0.266132 -1.975735 -1.07 0.59 0.19 0.2438
H -1.083472 -1.181285 -2.128390 0.37 0.46 0.77 0.2309
H -0.384742 -2.048185 0.106503 -0.77 -1.28 1.84 0.2198
H 0.632666 -2.550028 -1.210107 0.68 -0.66 -0.20 0.2487
H -1.205409 1.230750 -0.655833 -0.30 1.13 -0.59 0.2548
H -0.136888 0.117299 1.786077 0.02 -0.65 0.38 0.2395
H 0.588412 2.255613 1.880364 -0.86 0.57 0.53 0.2263
H 0.588578 2.242818 0.098328 1.14 0.98 0.07 0.2219
H 2.036392 1.690747 1.242103 -0.52 0.26 -1.11 0.2485
```
Forces are in eV/Å.

Calculated values
HOMO: -10.33 eV
Energy above the lowest of the compared OMol25 structures with the same formula, charge and spin: 38.17 kcal/mol
Kohn-Sham gap: 0.380 Ha
Energy: -858.42813 hartree
Spin multiplicity: 1
Largest force on an atom: 0.1139 Eh/bohr


No. 3
The following is a quantum chemistry calculation of a single C6H10O5S molecule in a non-equilibrium geometry, from OMol25.

```
22
Properties=species:S:1:pos:R:3:forces:R:3:nbo_charge:R:1
C -1.265653 -0.226854 1.773970 0.63 -2.89 -0.20 -0.6717
C -1.480575 0.504210 0.407905 -2.86 -2.67 1.04 0.0670
O -1.114582 1.837663 0.487363 -0.18 0.15 -0.05 -0.4697
C 0.181248 2.108212 0.505722 1.60 2.01 1.16 0.7772
O 0.506090 3.232233 0.852224 0.15 -1.88 -0.57 -0.5444
C 1.176504 1.077473 -0.120013 1.72 0.75 -1.25 -0.4578
S 2.306728 -0.438974 0.660982 -1.60 2.02 -0.13 0.4994
O 3.453434 -0.518870 -0.513146 -1.48 -0.38 -1.95 -0.8254
C 0.392365 0.450760 -1.266296 0.25 -0.65 -0.51 0.0474
O 0.043727 1.498312 -2.155086 -1.62 -0.30 -2.51 -0.7297
C -0.831159 -0.275794 -0.743453 0.72 0.11 1.11 0.0451
O -0.675161 -1.649761 -0.494142 2.08 -1.37 2.51 -0.7178
H -1.593662 -1.333021 1.797361 -0.76 1.82 -0.59 0.2364
H -1.767893 0.256486 2.597297 0.20 0.34 0.20 0.2373
H -0.224061 -0.591742 2.035809 -0.38 1.75 -0.21 0.2045
H -2.644081 0.498273 0.219444 2.26 0.20 0.45 0.2099
H 1.948913 1.812901 -0.576198 -0.89 -1.50 0.94 0.2830
H 2.972603 -0.820455 -1.362423 1.28 0.47 1.77 0.4853
H 0.939701 -0.301843 -1.836697 0.49 -0.12 0.19 0.1684
H -0.485541 1.180981 -3.011102 1.77 0.67 3.04 0.4870
H -1.482808 -0.298393 -1.547030 -1.55 0.16 -1.65 0.1854
H -0.057064 -1.891995 0.329325 -1.82 1.31 -2.81 0.4832
```
Forces are in eV/Å.

Calculated values
SMILES: C[C@H]1OC(=O)[C@@H](SO)[C@H](O)[C@H]1O
HOMO: -9.52 eV
Energy above the lowest of the compared OMol25 structures with the same formula, charge and spin: 29.01 kcal/mol
Kohn-Sham gap: 0.356 Ha
Energy: -1008.91070 hartree
Spin multiplicity: 1
Largest force on an atom: 0.0787 Eh/bohr


No. 4
The following is a quantum chemistry calculation of a molecular structure, C6H10O6Rb in a non-equilibrium geometry, from OMol25.

```
23
Properties=species:S:1:pos:R:3:forces:R:3:nbo_charge:R:1
O 1.361594 -1.574342 1.092696 1.37 -2.57 -1.28 -0.7033
C 0.897789 -1.136982 2.233613 -5.06 -3.10 -0.04 0.9873
O 0.327664 0.038180 2.266923 1.04 0.95 0.55 -0.4786
C 0.529063 1.013704 1.212152 0.30 0.20 0.21 -0.0796
C -0.799981 1.306359 0.543572 -0.03 0.16 0.03 -0.4362
C -1.451126 0.127764 -0.182214 -0.21 -0.05 0.00 -0.4438
C -0.636988 -0.471995 -1.299969 0.12 -0.55 0.17 -0.0815
O -0.362552 0.628358 -2.270435 0.00 0.43 -0.26 -0.3969
C 0.589578 0.580760 -3.091369 -0.18 -0.15 0.19 0.9786
O 1.339736 -0.459265 -3.185518 0.15 -0.20 -0.02 -0.0551
O 0.806478 1.595212 -3.834316 -0.04 0.30 -0.12 -0.5427
H 1.291924 0.643585 0.519837 -0.10 0.13 0.13 0.1908
H 0.901189 1.904251 1.729567 -0.01 -0.13 -0.31 0.2271
H -0.628273 2.137319 -0.155380 -0.09 -0.14 0.15 0.2331
H -1.505017 1.680563 1.297744 0.18 -0.08 -0.18 0.2487
H -2.423998 0.442431 -0.582241 0.19 -0.09 0.10 0.2522
H -1.654035 -0.699348 0.514053 0.04 0.17 -0.12 0.2447
H -1.182589 -1.237168 -1.861162 0.10 0.18 0.12 0.2373
H 0.333023 -0.862025 -0.968766 -0.18 0.10 -0.06 0.2211
H 1.543977 1.509903 -4.465435 0.08 -0.03 -0.10 0.5551
Rb -0.908249 -2.495852 6.265655 0.10 -0.01 -0.16 0.9991
O 0.450598 -2.058850 2.938968 1.13 1.46 1.85 -0.7039
H 1.180195 -2.612561 1.282026 1.10 3.03 -0.85 0.5465
```
Forces are in eV/Å.

Calculated values
HOMO (spin up / spin down): -16.59 / -16.59 eV
⟨S²⟩: 0.75
Energy above the lowest of the compared OMol25 structures with the same formula, charge and spin: 13.04 kcal/mol
Kohn-Sham gap (spin up / spin down): 0.404 / 0.184 Ha
Energy: -709.52277 hartree
Spin multiplicity: 2
Largest force on an atom: 0.1154 Eh/bohr
Net charge: +2


No. 5
The following is a quantum chemistry calculation of a molecular structure, C6H10O6Tl in a non-equilibrium geometry, from OMol25.

```
23
Properties=species:S:1:pos:R:3:forces:R:3:nbo_charge:R:1
O 1.700457 0.638370 3.443341 0.25 1.14 -0.14 -0.8938
C 1.299791 -0.577090 3.563192 -0.13 -2.23 -2.43 0.9482
O 1.116094 -1.031369 4.752616 -0.19 -0.20 1.33 -0.8954
O 1.153292 -1.354923 2.545745 0.01 1.01 1.41 -0.7920
Tl 2.128962 0.802920 5.686469 -0.04 0.09 0.13 0.7385
O -0.878483 -1.044324 -0.847338 -0.89 -0.43 0.91 -0.6969
C -0.044679 -0.593647 -1.723209 0.92 -1.08 1.16 0.9834
O 0.856726 -1.215269 -2.268206 -0.38 0.39 -0.35 -0.6954
O -0.237348 0.724879 -1.912694 -0.46 1.04 -0.67 -0.5339
C 0.364974 1.334226 -3.053934 0.36 -0.37 0.13 -0.0638
C -0.153574 2.749566 -3.157822 -0.08 0.21 -0.03 -0.6210
H 0.113709 0.751394 -3.951601 0.12 0.10 0.18 0.1739
H 1.457350 1.319449 -2.932602 -0.21 -0.03 -0.09 0.1806
H -1.232348 2.758144 -3.363444 0.25 0.02 0.10 0.2039
H 0.360802 3.267192 -3.978664 -0.13 -0.08 0.15 0.1990
H 0.034427 3.304477 -2.228879 -0.06 -0.16 -0.22 0.2134
C -0.385464 -1.351836 0.918754 -1.80 -0.38 -1.14 0.0848
H 0.227483 -2.213675 0.613298 0.71 1.65 0.43 0.2392
H -0.345303 -0.268619 1.103717 1.45 -1.01 -0.32 0.2380
C -1.650029 -1.890629 1.566264 -0.19 0.07 -0.29 -0.6821
H -2.417781 -1.106769 1.624672 0.14 -0.30 -0.02 0.2032
H -2.040527 -2.758703 1.018477 0.08 0.30 -0.01 0.2109
H -1.428531 -2.243763 2.581849 0.26 0.28 -0.21 0.2573
```
Forces are in eV/Å.

Calculated values
HOMO: -4.73 eV
Energy above the lowest of the compared OMol25 structures with the same formula, charge and spin: 30.10 kcal/mol
Kohn-Sham gap: 0.271 Ha
Energy: -858.59637 hartree
Spin multiplicity: 1
Largest force on an atom: 0.0641 Eh/bohr
Net charge: -1


No. 6
The following is a quantum chemistry calculation of a single C6H10OS molecule in a non-equilibrium geometry, from OMol25.

```
18
Properties=species:S:1:pos:R:3:forces:R:3:nbo_charge:R:1
O -0.483132 -1.119194 -1.820646 -1.43 0.25 -0.72 -0.7006
C -0.389195 -0.565334 -0.537687 -0.07 -0.10 0.57 0.2427
C 1.028936 -0.800645 -0.008137 -0.07 -0.85 0.32 -0.4179
C 1.323790 0.386679 0.901042 0.67 0.37 -0.85 -0.4051
C 0.671765 1.564334 0.153133 -0.04 -0.56 0.25 -0.4183
C -0.612542 0.978887 -0.399503 -0.22 -0.31 0.19 -0.3265
S -1.961964 0.724735 0.823748 0.14 0.00 0.05 0.1489
C -1.525531 -1.004919 0.425815 -0.05 -0.34 0.34 -0.5333
H -1.410334 -0.963351 -2.144906 1.34 -0.28 0.37 0.4688
H 1.680099 -0.820605 -0.885400 0.08 0.12 0.08 0.2230
H 1.148939 -1.780676 0.513948 -0.22 0.65 -0.44 0.2162
H 0.870993 0.251380 1.859515 -0.39 -0.08 0.70 0.2080
H 2.401317 0.533122 1.058096 -0.28 -0.02 -0.02 0.2154
H 0.512037 2.429329 0.770868 -0.12 0.41 0.33 0.2193
H 1.296828 1.863859 -0.670874 0.37 0.14 -0.45 0.2068
H -0.994960 1.459351 -1.287466 0.02 0.15 -0.29 0.2213
H -1.196605 -1.598488 1.298180 -0.08 0.30 -0.39 0.2163
H -2.360440 -1.538465 -0.049726 0.33 0.14 -0.03 0.2150
```
Forces are in eV/Å.

Calculated values
SMILES: O[C@@]12CCC[C@@H]1SC2
HOMO: -8.68 eV
Energy above the lowest of the compared OMol25 structures with the same formula, charge and spin: 9.59 kcal/mol
Kohn-Sham gap: 0.349 Ha
Energy: -708.03500 hartree
Spin multiplicity: 1
Largest force on an atom: 0.0315 Eh/bohr